Below is a cluster of 3 separate species, C29H62F5N6O3P2SSi in total in a non-equilibrium geometry, with properties calculated with the ωB97M-V functional and the def2-TZVPD basis.

Its highest occupied orbital energy is -9.0 eV. Its net charge is +1. Its HOMO-LUMO gap is 0.2093 hartree.

Each line ends with the Löwdin charge.
Element x y z (Å)
C (-1.27842, 4.51149, -9.48802)  -0.07
C (-0.56420, 3.04808, -9.49789)  -0.22
O (-0.39073, 2.67547, -8.10198)  -0.21
C (0.84402, 1.98512, -7.87203)  -0.29
S (1.52489, 2.63367, -6.23124)  1.25
C (3.36742, 2.57279, -6.44207)  -0.30
C (4.09771, 3.87488, -5.83995)  -0.08
C (3.27485, 5.23773, -6.06532)  -0.41
F (2.30302, 5.48653, -5.06542)  0.07
F (4.22477, 6.30837, -5.94934)  0.06
F (2.74783, 5.34688, -7.38597)  0.06
C (0.92053, 1.47605, -4.90567)  -0.51
F (0.74999, 0.13454, -5.42201)  0.00
F (-0.41878, 1.91019, -4.60054)  0.01
C (1.85768, 1.41706, -3.59935)  -0.14
C (1.63143, 2.78414, -2.78051)  -0.25
Si (1.00074, 2.57991, -0.98229)  0.55
C (2.57039, 2.65538, 0.16480)  -0.20
C (-0.02616, 4.14351, -0.55964)  -0.20
C (0.14429, 0.92597, -0.59033)  -0.24
C (-0.57886, -0.01589, -1.57833)  -0.08
C (-1.25143, -1.37157, -1.14643)  -0.06
C (-1.20176, -1.77247, 0.35512)  -0.04
C (-0.49961, -0.83852, 1.40866)  -0.05
C (0.14065, 0.47813, 0.92175)  -0.07
H (-1.83038, 4.71189, -8.50686)  0.09
H (-0.44983, 5.29885, -9.61628)  0.08
H (-2.00624, 4.61742, -10.35888)  0.08
H (-1.25851, 2.32758, -10.04627)  0.13
H (0.40688, 3.16124, -10.08648)  0.12
H (0.64547, 0.86019, -7.85221)  0.14
H (1.65842, 2.18693, -8.64660)  0.12
H (3.82467, 1.63217, -5.96691)  0.12
H (3.63874, 2.51164, -7.56171)  0.12
H (5.07807, 3.99604, -6.43637)  0.16
H (4.34471, 3.76641, -4.71739)  0.15
H (2.94978, 1.41749, -3.98442)  0.11
H (1.74356, 0.45896, -2.99363)  0.13
H (0.96790, 3.55645, -3.32491)  0.09
H (2.66949, 3.29353, -2.70581)  0.09
H (2.95021, 1.56179, 0.20864)  0.06
H (2.19996, 2.89522, 1.22411)  0.01
H (3.35530, 3.38289, -0.22646)  0.04
H (0.73673, 4.95408, -0.23563)  0.05
H (-0.75378, 4.01790, 0.30865)  0.04
H (-0.55808, 4.60088, -1.48118)  0.04
H (-0.61022, 0.23760, -2.68570)  0.06
H (-1.73850, -2.02557, -1.94847)  0.09
H (-1.66662, -2.77812, 0.65448)  0.08
H (-0.46165, -1.15528, 2.51099)  0.10
H (0.63464, 1.15652, 1.71227)  0.09
O (-1.64917, -5.83393, 0.91254)  -0.31
P (-2.26392, -7.08378, 0.24635)  0.76
N (-3.71676, -6.99236, 1.12736)  -0.35
C (-3.93923, -7.38288, 2.50356)  -0.12
C (-4.61633, -5.90698, 0.73782)  -0.12
N (-1.05348, -8.15823, 0.81050)  -0.32
C (-1.15568, -9.07028, 1.93292)  -0.13
C (0.30630, -7.60404, 0.80326)  -0.16
N (-2.98787, -8.50745, -0.56961)  -0.31
C (-3.31427, -8.18842, -1.96682)  -0.15
C (-4.00325, -9.41065, -0.04821)  -0.13
H (-5.00703, -7.57629, 2.66398)  0.09
H (-3.61134, -6.61924, 3.21521)  0.09
H (-3.45770, -8.32469, 2.75583)  0.05
H (-5.32892, -6.26741, -0.01338)  0.07
H (-4.07007, -5.06539, 0.30087)  0.06
H (-5.19124, -5.50672, 1.57672)  0.08
H (-1.32745, -8.54472, 2.87752)  0.08
H (-0.23590, -9.65409, 2.05693)  0.08
H (-1.92622, -9.82735, 1.78366)  0.06
H (0.49873, -7.00373, 1.69749)  0.08
H (0.46620, -6.97184, -0.07318)  0.07
H (1.05725, -8.40038, 0.75135)  0.08
H (-4.22320, -7.57576, -2.01564)  0.07
H (-3.45569, -9.09572, -2.55989)  0.08
H (-2.50066, -7.62114, -2.42655)  0.07
H (-5.00708, -8.96940, -0.07750)  0.08
H (-3.81088, -9.73853, 0.96907)  0.06
H (-4.02478, -10.32220, -0.65440)  0.09
O (1.81022, 2.02488, 5.09840)  -0.31
P (1.69724, 3.12522, 6.17382)  0.76
N (0.13103, 2.68192, 6.66870)  -0.35
C (-1.11923, 2.96626, 5.99699)  -0.13
C (0.04606, 1.43631, 7.43132)  -0.12
N (1.85561, 4.42395, 5.06488)  -0.32
C (0.78957, 5.25591, 4.54337)  -0.13
C (2.81217, 4.18383, 3.97900)  -0.15
N (1.63668, 4.37992, 7.45334)  -0.31
C (2.54988, 4.03697, 8.55339)  -0.15
C (0.45742, 5.02611, 8.01042)  -0.13
H (-1.94537, 2.91057, 6.71646)  0.09
H (-1.32279, 2.27155, 5.17626)  0.08
H (-1.16844, 3.98295, 5.61398)  0.05
H (0.10633, 1.65349, 8.50413)  0.07
H (0.86447, 0.75355, 7.18395)  0.07
H (-0.88357, 0.88960, 7.25422)  0.08
H (0.05333, 4.67663, 3.97636)  0.08
H (1.17941, 6.02474, 3.86536)  0.08
H (0.28940, 5.82806, 5.32531)  0.06
H (2.35623, 3.61302, 3.16486)  0.04
H (3.68177, 3.62967, 4.33925)  0.07
H (3.19497, 5.12611, 3.57049)  0.08
H (2.11686, 3.24335, 9.17480)  0.07
H (2.76737, 4.90820, 9.17662)  0.08
H (3.50145, 3.67302, 8.15724)  0.07
H (-0.07760, 4.37852, 8.71573)  0.09
H (-0.25111, 5.35920, 7.25765)  0.06
H (0.75931, 5.92792, 8.55300)  0.09

=====

Below is a structure of composition C17H18N6O4Pb in a non-equilibrium geometry, with properties calculated with the ωB97M-V functional and the def2-TZVPD basis.

The calculation puts the energy above the lowest of the compared OMol25 structures with the same formula, charge and spin at 0.00 kJ/mol. Its highest occupied orbital energy is -7.6 eV. Its net charge is 0. Its HOMO-LUMO gap is 0.2668 hartree.

Each line ends with the Löwdin charge.
Element x y z (Å)
Pb (0.65412, -0.23923, -0.68984)  1.41
N (0.21508, 2.37344, -4.74754)  0.03
C (-0.38071, 1.71914, -3.74975)  -0.13
N (0.51560, 1.02607, -3.07956)  0.04
C (1.67936, 1.30119, -3.74028)  -0.31
N (1.53686, 2.11861, -4.75910)  0.13
C (3.00653, 0.76594, -3.35876)  -0.21
C (4.16486, 1.29877, -3.91627)  -0.07
N (5.36898, 0.85673, -3.57877)  0.09
C (5.41213, -0.11691, -2.67511)  -0.11
C (4.25967, -0.64788, -2.11647)  -0.11
N (3.05541, -0.20928, -2.46002)  0.05
H (-0.18797, 2.98790, -5.43478)  0.16
H (-1.43568, 1.77356, -3.53742)  0.14
H (4.10402, 2.09536, -4.64656)  0.11
H (6.38878, -0.48591, -2.38717)  0.11
H (4.30769, -1.43877, -1.37757)  0.11
C (-1.99942, -3.99127, -0.82489)  -0.10
C (-1.60222, -2.55093, -0.50441)  -0.54
C (-2.81277, -1.63356, -0.65654)  -0.09
C (-0.44800, -2.08456, -1.39231)  -0.36
H (-2.81103, -4.33511, -0.17866)  0.07
H (-1.15659, -4.67344, -0.69595)  0.07
H (-2.33786, -4.07056, -1.86262)  0.08
H (-1.27716, -2.51739, 0.53998)  0.11
H (-3.17040, -1.65484, -1.69224)  0.08
H (-2.57156, -0.60250, -0.39852)  0.05
H (-3.63662, -1.95333, -0.01475)  0.08
H (-0.77681, -1.98644, -2.43302)  0.04
H (0.36327, -2.82603, -1.39126)  0.03
O (-1.08046, 0.88458, 0.69248)  -0.18
C (-0.66653, 0.33351, 1.75316)  -0.69
O (0.09548, -0.65668, 1.76627)  -0.12
C (-1.10517, 0.93425, 3.06121)  -0.11
C (-2.16566, 1.83177, 3.08974)  0.00
C (-2.57140, 2.40974, 4.28500)  -0.05
C (-1.90702, 2.10545, 5.46271)  0.00
C (-0.84725, 1.22025, 5.40215)  -0.13
C (-0.43199, 0.62051, 4.23266)  0.07
N (-0.11822, 0.91622, 6.65591)  -0.35
O (-0.66580, 1.20136, 7.70175)  0.07
O (0.90210, 0.26849, 6.56579)  0.08
H (-2.66344, 2.07046, 2.15985)  0.12
H (-3.40257, 3.10167, 4.30215)  0.11
H (-2.19046, 2.53982, 6.40927)  0.12
H (0.39081, -0.08014, 4.22007)  0.13

=====

Below is the ion C3HO4 with charge -1 in a non-equilibrium geometry, with properties calculated with the ωB97M-V functional and the def2-TZVPD basis.

The calculation puts the energy above the lowest of the compared OMol25 structures with the same formula, charge and spin at 113.79 kJ/mol. Its highest occupied orbital energy is -3.9 eV. As for the SMILES: O=C=COC(=O)[O-]. Its net charge is -1. Its HOMO-LUMO gap is 0.2927 hartree.

Each line ends with the Löwdin charge.
Element x y z (Å)
C (1.47007, 0.17513, 0.33998)  -0.69
C (-0.85063, 0.19224, -0.77786)  -0.22
C (-1.37482, -0.43182, 0.24244)  -0.22
O (2.54473, -0.27179, 0.04277)  0.02
O (0.87786, 0.83489, 1.17764)  0.00
O (-1.76466, -1.30517, 0.95808)  0.09
O (0.44701, -0.35820, -0.81827)  -0.12
H (-1.34955, 1.16473, -1.16478)  0.12

=====

Below is an isolated molecule of C2H7N3S in a non-equilibrium geometry, with properties calculated with the ωB97M-V functional and the def2-TZVPD basis.

The calculation puts the energy above the lowest of the compared OMol25 structures with the same formula, charge and spin at 60.46 kJ/mol. Its highest occupied orbital energy is -8.6 eV. As for the SMILES: CNNC(N)=S. Its net charge is 0. Its HOMO-LUMO gap is 0.3472 hartree.

Each line ends with the Löwdin charge.
Element x y z (Å)
C (0.93237, -1.59094, -0.83816)  -0.13
C (-0.81264, 0.67799, 0.71242)  -0.88
H (0.99215, -2.23566, -1.71197)  0.07
H (0.65626, -2.06275, 0.11174)  0.06
H (1.95082, -1.30117, -0.64835)  0.06
H (-0.85307, -0.62706, -1.42119)  0.08
H (0.44174, 1.49476, -0.73644)  0.12
H (-1.25104, 1.85718, 2.25820)  0.07
H (0.22949, 2.25389, 1.52219)  0.11
N (0.18643, -0.37474, -1.30216)  -0.13
N (0.17403, 0.63564, -0.28849)  -0.09
N (-0.69334, 1.82271, 1.45327)  0.08
S (-1.95320, -0.54985, 0.88893)  0.58